Computed, not measured: the ion C2H6IN2 with charge +1 at a distorted geometry, with the ωB97M-V functional and the def2-TZVPD basis.

The charge is +1. As for the spin multiplicity: 3. The energy relative to the best compared isomer or geometry (same formula, charge and spin) comes out at 24.5 kcal/mol. Its gap between HOMO and LUMO (alpha / beta) is 7.7 / 6.4 eV. The total energy comes out at -486.5834 Eh.

Cartesian coordinates (Å):
1 C 0.80677 0.82077 0.06327
2 C -1.52217 -0.65640 0.01148
3 N -0.69145 0.50063 0.09522
4 N 1.69460 -0.03381 -0.17383
5 I 3.69313 0.03808 -0.05664
6 H 1.10958 1.78120 0.20726
7 H -2.49059 -0.37918 0.47871
8 H -1.59361 -0.92550 -1.10280
9 H -1.12929 -1.56937 0.58863
10 H -1.22348 1.33025 0.36498
11 H 1.34651 -0.90667 -0.47628